# 1
Entry from the Open Molecules 2025 dataset: a cluster of 10 separate species, C44H62F3N11O5 in total in a non-equilibrium geometry (wB97M-V/def2-TZVPD).

As for the frontier orbital gap: 7.5246 eV. For the LUMO energy, the calculation gives -0.64 eV. Its HOMO energy is -8.16 eV.

```
125
Properties=species:S:1:pos:R:3:forces:R:3
H 0.082 -2.244 3.764 0.27 -0.19 -0.72
N 0.471 -2.438 2.817 -0.65 -3.02 -0.06
C 0.309 -3.711 2.544 0.10 1.12 0.54
C -0.421 -4.726 3.585 -0.10 0.70 -0.41
C 0.807 -4.288 1.104 -1.30 1.53 0.41
C 0.144 -3.308 0.009 -1.37 2.13 -2.74
C -1.346 -3.462 -0.448 1.10 2.01 -1.01
C -2.266 -4.644 0.130 -0.23 1.16 -0.78
C -2.472 -5.829 -0.931 0.17 -0.08 0.00
O -3.621 -5.547 -1.788 1.40 -0.66 0.24
C -1.234 -6.087 -1.911 1.14 -0.86 -0.89
F -1.134 -5.196 -3.001 -0.25 -1.99 2.52
F -1.428 -7.396 -2.495 0.45 2.75 1.07
F 0.032 -6.133 -1.281 -2.84 0.09 -1.31
C -2.037 -2.504 -1.471 3.44 0.59 0.66
C -1.258 -1.317 -2.141 1.40 -2.64 1.90
N -1.874 -0.410 -3.147 0.67 -0.58 2.49
C -2.299 0.849 -2.405 -0.08 0.74 -0.32
C -3.897 0.996 -2.277 -0.10 0.06 1.31
C -4.246 1.343 -0.716 -0.91 -0.58 -0.93
C 0.237 -1.174 -1.713 -0.85 -1.44 0.67
C 0.931 -2.137 -0.678 -2.55 -0.46 -0.48
C 2.493 -1.863 -0.363 0.21 0.19 1.07
O 2.985 -1.986 0.787 -1.55 0.11 -4.09
C 3.344 -1.372 -1.647 -0.80 1.58 -1.83
C 4.862 -1.888 -1.885 -1.17 -1.00 0.64
C 5.796 -1.713 -0.583 -0.43 0.58 -0.75
C 7.308 -1.324 -0.986 0.25 -0.10 1.67
C 8.351 -2.407 -0.354 -1.18 1.08 -0.09
C 8.511 -2.210 1.238 1.27 0.16 -0.54
C 9.977 -2.786 1.622 -0.60 -0.18 -0.67
C 2.708 -0.492 -2.582 0.34 -0.89 1.88
C 3.404 0.061 -3.915 -1.13 -0.31 0.57
O 3.575 -1.105 -4.804 2.16 1.53 0.86
O 2.345 -1.718 -4.755 -2.64 -1.18 -0.48
C 1.177 -0.030 -2.352 -0.24 0.60 0.32
O 0.780 1.132 -2.617 1.31 -3.76 0.66
H -1.308 -4.175 4.084 1.55 -0.77 -0.75
H -0.877 -5.636 3.057 0.96 1.17 0.82
H 0.331 -5.027 4.401 -1.17 0.25 -1.31
H 0.406 -5.355 1.054 0.78 1.51 -0.36
H 1.938 -4.214 0.993 -1.56 -0.25 0.37
H -3.304 -4.166 0.309 1.57 -1.00 -0.34
H -1.919 -5.047 1.138 -0.23 0.51 -1.54
H -2.622 -6.803 -0.324 0.25 1.34 -1.20
H -3.503 -6.014 -2.653 -0.12 0.46 1.12
H -3.128 -2.654 -1.789 1.86 0.09 0.68
H -2.717 -0.838 -3.550 0.72 -0.01 0.52
H -1.890 1.790 -2.932 -0.48 -1.53 0.66
H -1.763 0.797 -1.391 -1.13 0.29 -1.39
H -4.315 1.826 -2.967 0.84 -1.34 1.03
H -4.461 0.007 -2.501 1.33 2.16 0.36
H -5.140 2.067 -0.691 1.54 -0.91 0.27
H -4.619 0.366 -0.243 0.73 1.53 -0.42
H -3.335 1.722 -0.145 -1.39 -0.30 -0.76
H 5.313 -1.482 -2.854 -0.81 -0.23 1.54
H 4.755 -3.031 -2.051 0.13 1.74 0.06
H 5.330 -0.854 0.034 0.85 -1.59 -0.76
H 5.726 -2.711 -0.002 0.28 1.83 -0.69
H 7.470 -1.152 -2.103 -0.36 -0.47 1.48
H 7.542 -0.335 -0.443 -0.30 -1.53 -1.22
H 7.910 -3.439 -0.561 0.98 1.15 0.14
H 9.353 -2.234 -0.872 -1.21 -0.54 0.80
H 7.690 -2.723 1.843 1.09 0.65 -0.94
H 8.514 -1.086 1.481 -0.18 -1.66 -0.35
H 10.069 -2.959 2.746 0.12 0.25 -1.56
H 10.788 -2.073 1.217 -1.27 -1.01 0.87
H 10.123 -3.776 1.041 -0.19 1.41 1.19
H 4.383 0.611 -3.721 -1.10 -1.25 -0.39
H 2.695 0.776 -4.455 0.81 -0.88 0.96
H 2.452 -2.692 -4.812 0.74 0.87 0.14
C -2.882 1.524 3.413 -0.63 -0.44 -0.41
C -4.233 1.133 2.893 -2.14 -0.75 -0.93
N -5.287 0.809 2.470 3.36 0.96 1.38
H -2.991 2.192 4.265 -0.01 -0.12 -0.25
H -2.333 0.633 3.726 -0.09 0.00 -0.16
H -2.317 2.034 2.630 -0.10 -0.07 0.02
C 3.208 3.269 -0.230 0.62 -0.43 -0.58
C 4.209 2.619 -1.136 2.27 -1.75 -1.92
N 5.003 2.089 -1.848 -3.08 2.14 2.82
H 2.440 2.547 0.053 0.08 0.04 -0.10
H 3.703 3.634 0.671 -0.02 -0.04 -0.11
H 2.735 4.109 -0.742 0.05 -0.10 0.03
C 4.971 4.957 -3.650 -0.44 0.94 -0.13
C 4.262 6.274 -3.749 -1.20 2.27 -0.21
N 3.702 7.311 -3.827 1.77 -3.35 0.28
H 6.044 5.120 -3.537 -0.12 0.03 0.00
H 4.606 4.400 -2.789 0.04 0.09 -0.14
H 4.794 4.370 -4.553 -0.02 0.09 0.09
C 7.019 2.631 1.952 0.59 -0.45 -0.55
C 8.010 1.942 1.064 1.71 -1.12 -1.53
N 8.791 1.399 0.363 -2.42 1.89 2.35
H 6.238 1.929 2.250 0.11 0.00 -0.07
H 7.519 3.007 2.845 0.00 -0.06 -0.12
H 6.563 3.467 1.419 0.10 -0.10 -0.02
C -0.849 5.111 -1.514 0.37 -0.15 0.79
C -0.246 4.850 -0.167 1.00 -0.46 2.29
N 0.229 4.644 0.894 -1.47 0.62 -3.42
H -0.389 4.460 -2.259 -0.01 0.00 0.13
H -1.922 4.916 -1.484 0.12 -0.01 0.07
H -0.684 6.152 -1.799 0.02 -0.09 0.10
C -8.233 2.337 2.212 -0.37 0.90 -0.10
C -8.917 3.665 2.084 -1.19 2.24 -0.22
N -9.455 4.712 1.984 1.68 -3.34 0.38
H -7.157 2.481 2.313 -0.13 -0.02 0.00
H -8.606 1.811 3.092 0.03 0.10 -0.07
H -8.430 1.731 1.325 0.01 0.11 0.07
C -5.707 -1.295 -5.822 0.38 -0.11 0.82
C -5.099 -1.528 -4.472 0.98 -0.59 2.24
N -4.619 -1.712 -3.408 -1.94 0.00 -3.88
H -5.276 -1.987 -6.547 0.01 0.04 0.14
H -6.785 -1.453 -5.775 0.12 0.00 0.08
H -5.510 -0.271 -6.145 0.02 -0.09 0.10
C -5.031 2.620 7.266 0.05 0.20 -0.88
C -4.937 2.962 5.810 0.02 0.70 -2.46
N -4.863 3.231 4.662 -0.52 -0.57 4.02
H -5.991 2.953 7.664 0.08 0.00 -0.11
H -4.944 1.540 7.400 -0.01 0.10 -0.09
H -4.227 3.113 7.815 -0.07 -0.01 -0.12
C -11.060 5.270 5.245 0.37 -0.18 0.84
C -10.449 5.033 6.594 1.03 -0.39 2.32
N -9.968 4.847 7.656 -1.52 0.57 -3.42
H -10.626 4.585 4.516 0.01 0.12 0.08
H -12.137 5.106 5.291 0.12 0.01 0.08
H -10.869 6.296 4.926 0.04 -0.12 0.06
```
Forces are in eV/Å.

---

# 2
Entry from the Open Molecules 2025 dataset: a structure of composition C44H65N2O5P3SiTi in a non-equilibrium geometry (wB97M-V/def2-TZVPD).

As for the frontier orbital gap (spin up / spin down): 7.4102 / 7.4031 eV. For the LUMO energy (spin up / spin down), the calculation gives -2.41 / -2.30 eV. Its HOMO energy (spin up / spin down) is -9.82 / -9.71 eV. The multiplicity is 2. The value obtained for the energy above the lowest of the compared OMol25 structures with the same formula, charge and spin is 0.0 kcal per mole. Its expectation value of S² is 0.762. Its total charge is +1.

```
121
Properties=species:S:1:pos:R:3:forces:R:3
Ti -0.820 0.734 0.256 -0.76 -1.11 0.33
C 4.380 -1.920 3.538 -0.02 0.00 -0.04
C 3.313 -1.164 2.749 -0.08 0.03 0.00
C 3.947 -0.506 1.519 -0.03 0.00 0.01
P 1.733 -2.009 2.199 0.13 -0.14 0.02
C 1.269 -3.245 3.519 -0.01 0.09 0.02
C 1.085 -2.470 4.830 -0.04 -0.05 -0.05
C 2.057 -4.534 3.741 -0.02 0.02 -0.03
C 2.221 -3.023 0.754 0.04 0.12 0.18
C 3.244 -3.975 0.829 -0.02 0.02 0.00
C 3.563 -4.780 -0.249 -0.01 -0.01 -0.03
C 2.860 -4.632 -1.435 0.01 0.02 0.05
C 1.884 -3.657 -1.533 0.02 -0.02 0.03
C 1.539 -2.829 -0.453 -0.10 -0.07 -0.27
Si 0.071 -1.644 -0.798 -0.05 0.38 -0.09
C 0.258 -1.349 -2.714 -0.02 0.08 0.01
C -0.688 -1.943 -3.562 0.02 0.05 0.01
C -0.629 -1.851 -4.945 -0.03 -0.02 0.00
C 0.406 -1.152 -5.537 0.01 0.01 -0.06
C 1.344 -0.531 -4.730 0.01 -0.02 0.04
C 1.292 -0.599 -3.335 -0.02 -0.06 0.02
P 2.490 0.414 -2.352 0.06 0.12 -0.05
C 2.607 1.958 -3.419 -0.08 0.01 0.07
C 1.287 2.661 -3.743 0.04 -0.04 -0.01
C 3.578 2.943 -2.767 0.01 -0.02 -0.01
C 4.213 -0.261 -2.687 -0.06 0.00 0.01
C 4.335 -1.703 -2.213 0.00 0.02 0.00
C 4.779 -0.151 -4.102 -0.02 -0.02 0.02
C -1.422 -2.864 -0.646 0.02 0.09 0.17
C -1.411 -4.105 -1.299 0.03 -0.06 -0.04
C -2.464 -4.997 -1.207 0.00 0.01 -0.01
C -3.576 -4.679 -0.437 -0.01 0.00 0.01
C -3.600 -3.484 0.254 0.03 0.00 -0.01
C -2.533 -2.581 0.163 0.05 -0.01 -0.04
P -2.493 -1.112 1.239 0.13 0.28 0.01
C -1.986 -1.819 2.886 -0.04 0.03 0.03
C -2.314 -0.891 4.057 0.03 0.00 -0.04
C -2.496 -3.227 3.182 0.00 0.01 -0.04
C -4.277 -0.609 1.464 0.03 -0.01 -0.03
C -4.403 0.779 2.103 0.00 0.00 -0.02
C -5.105 -0.611 0.173 0.01 -0.02 0.00
H 5.168 -1.222 3.831 0.01 -0.01 0.00
H 4.851 -2.698 2.937 0.00 -0.03 -0.01
H 3.991 -2.372 4.446 0.00 -0.03 0.03
H 2.934 -0.366 3.402 0.03 -0.04 -0.04
H 4.484 -1.251 0.930 0.00 0.00 0.00
H 4.668 0.256 1.825 0.00 0.01 -0.01
H 3.201 -0.051 0.863 0.03 -0.03 -0.01
H 0.271 -3.552 3.183 0.00 -0.01 0.00
H 2.042 -2.186 5.267 0.00 0.01 0.00
H 0.560 -3.085 5.564 0.00 0.01 0.01
H 0.504 -1.556 4.681 -0.01 0.00 0.03
H 3.089 -4.355 4.037 0.05 0.03 0.01
H 2.058 -5.162 2.852 0.00 -0.01 0.00
H 1.581 -5.103 4.544 0.01 -0.01 0.01
H 3.788 -4.101 1.753 0.02 0.00 0.02
H 4.349 -5.518 -0.160 0.01 -0.01 -0.01
H 3.091 -5.253 -2.292 0.01 -0.01 0.00
H 1.400 -3.521 -2.493 -0.01 -0.01 0.02
H -1.496 -2.522 -3.134 -0.02 -0.01 -0.01
H -1.382 -2.340 -5.551 0.00 0.00 -0.01
H 0.484 -1.081 -6.614 -0.01 0.00 -0.01
H 2.129 0.037 -5.210 0.00 0.01 0.00
H 3.039 1.653 -4.372 0.00 -0.01 0.03
H 0.945 3.276 -2.913 -0.02 0.00 0.06
H 0.489 1.963 -3.996 -0.02 0.00 -0.01
H 1.436 3.331 -4.592 -0.02 -0.01 -0.02
H 3.194 3.298 -1.805 0.00 -0.02 0.00
H 3.714 3.820 -3.404 0.01 0.01 0.00
H 4.561 2.506 -2.590 0.00 0.02 0.00
H 4.828 0.359 -2.024 -0.02 -0.01 0.00
H 3.798 -2.368 -2.890 0.00 0.00 0.00
H 3.934 -1.850 -1.211 -0.01 -0.01 0.01
H 5.384 -2.006 -2.214 0.00 -0.01 0.01
H 4.166 -0.704 -4.816 0.01 0.00 -0.01
H 5.774 -0.602 -4.120 0.01 0.00 0.00
H 4.888 0.875 -4.452 0.00 -0.01 0.00
H -0.556 -4.384 -1.902 -0.01 0.01 0.01
H -2.419 -5.941 -1.734 0.00 -0.01 0.00
H -4.405 -5.371 -0.358 -0.01 0.00 0.00
H -4.449 -3.260 0.887 -0.01 -0.01 0.00
H -0.899 -1.858 2.778 0.01 0.00 -0.01
H -3.384 -0.882 4.266 -0.01 0.01 -0.01
H -1.993 0.137 3.892 -0.01 0.01 0.03
H -1.817 -1.259 4.956 0.01 0.00 0.00
H -3.588 -3.263 3.218 -0.01 0.00 0.00
H -2.133 -3.540 4.163 0.02 0.01 0.01
H -2.156 -3.953 2.446 -0.01 -0.02 0.02
H -4.704 -1.352 2.147 0.03 0.00 0.01
H -4.000 1.541 1.435 0.00 0.00 0.01
H -3.887 0.878 3.052 0.01 0.01 0.02
H -5.459 1.002 2.268 0.00 0.00 0.00
H -4.920 0.301 -0.397 0.01 0.02 -0.01
H -6.165 -0.611 0.433 -0.01 0.00 -0.01
H -4.916 -1.470 -0.469 -0.02 0.01 -0.01
O 0.573 4.194 -0.091 0.10 -0.04 -0.24
C 0.693 2.891 -0.112 0.62 -0.04 0.32
O 0.168 2.159 -0.945 -0.48 0.36 0.29
C 1.624 2.327 0.945 -0.03 0.23 -0.22
O 1.094 1.126 1.501 -0.14 0.32 -0.20
C 0.653 1.306 2.863 -0.05 -0.03 0.00
C -0.660 2.088 2.879 0.19 0.17 0.18
O -0.956 2.799 3.803 -0.09 -0.11 0.00
O -1.368 1.883 1.794 0.16 -0.19 -0.75
H 0.030 4.494 -0.841 0.00 -0.01 -0.01
H 2.536 2.073 0.393 0.05 0.01 0.12
H 1.819 3.094 1.694 0.08 -0.14 0.12
H 0.487 0.296 3.246 0.00 0.03 -0.02
H 1.423 1.804 3.451 -0.03 0.00 -0.01
C -4.492 0.383 -3.983 -0.06 -0.07 -0.08
N -3.799 0.969 -2.847 0.08 -0.06 0.06
C -3.977 2.231 -2.338 0.02 0.07 0.07
C -3.153 2.329 -1.259 -0.13 -0.01 -0.04
N -2.491 1.135 -1.098 0.36 -0.11 0.10
C -2.904 0.342 -2.070 0.01 0.02 -0.03
H -4.882 1.178 -4.612 0.02 0.01 0.01
H -5.317 -0.244 -3.646 0.00 0.02 0.01
H -3.794 -0.215 -4.565 0.01 0.00 0.02
H -4.662 2.931 -2.783 0.00 0.02 0.00
H -3.016 3.151 -0.576 0.00 0.01 -0.01
H -2.574 -0.672 -2.233 -0.03 0.01 -0.03
```
Forces are in eV/Å.

---

# 3
Entry from the Open Molecules 2025 dataset: a structure of composition C44H66N4Si2TeW in a non-equilibrium geometry (wB97M-V/def2-TZVPD).

As for the frontier orbital gap (spin up / spin down): 5.5477 / 5.5612 eV. For the LUMO energy (spin up / spin down), the calculation gives -6.91 / -6.92 eV. Its HOMO energy (spin up / spin down) is -12.46 / -12.48 eV. The multiplicity is 3. Its expectation value of S² is 2.060. Its total charge is +2.

```
118
Properties=species:S:1:pos:R:3:forces:R:3
W 0.395 -0.096 -0.768 -0.39 -0.14 -0.81
C -5.578 1.386 0.442 -1.31 -0.70 0.31
C -5.140 1.106 -0.975 1.25 -0.54 -0.82
C -3.868 0.261 -1.056 -0.63 1.48 -0.23
C -3.764 -1.067 -0.925 0.43 -2.19 0.21
C -4.838 -2.072 -0.717 -0.37 0.58 -0.52
C -5.695 -2.312 -1.936 -0.69 0.60 -1.27
C -2.372 -1.490 -1.022 -0.38 2.90 -1.11
N -1.635 -0.320 -1.316 0.77 1.40 1.14
C -2.566 0.771 -1.330 1.44 -0.20 -0.52
C -2.229 2.110 -1.620 0.75 -2.21 1.12
C -0.943 2.618 -1.615 -0.45 0.60 -0.15
C -0.727 4.039 -1.885 0.27 -0.49 0.13
C -1.794 5.049 -2.098 -0.15 0.50 0.86
C -2.443 5.531 -0.764 -0.35 0.98 0.10
C 0.608 4.220 -1.844 0.37 0.74 0.47
C 1.203 2.931 -1.559 0.65 -0.09 0.42
C 2.541 2.652 -1.565 -1.12 -1.18 -0.62
C 3.026 1.325 -1.589 -0.58 -1.33 0.82
N 2.260 0.095 -1.441 0.48 0.25 -0.04
C 3.217 -0.966 -1.582 -0.63 -0.58 0.20
C 2.957 -2.362 -1.551 -1.16 0.57 0.29
C 1.703 -2.955 -1.405 -0.25 1.58 1.54
N 0.546 -2.216 -0.995 0.28 0.81 -1.44
C -0.500 -3.082 -1.166 -1.26 0.32 1.05
C -1.869 -2.730 -1.015 0.49 -0.59 -0.36
C -0.082 -4.399 -1.426 0.31 -0.58 0.15
C 1.296 -4.296 -1.510 0.18 -2.19 -1.27
C 2.196 -5.432 -1.923 0.79 0.89 -1.95
C 2.131 -6.666 -1.028 -0.38 -0.42 -0.18
C -0.959 -5.672 -1.548 0.93 1.30 -0.31
C -1.209 -6.339 -0.173 1.63 -0.79 -1.53
C 4.493 -0.447 -1.764 0.62 1.25 -0.14
C 4.352 0.978 -1.710 0.78 -1.16 -0.64
C 5.449 1.933 -1.928 1.01 1.07 -0.61
C 6.118 2.476 -0.645 -0.22 0.45 -0.51
C 5.769 -1.234 -2.046 0.83 1.42 0.95
C 6.556 -1.651 -0.783 -0.85 0.23 0.24
N 0.222 1.972 -1.336 -0.46 -0.18 -0.38
C 1.420 5.490 -1.979 -0.08 -0.40 -1.07
C 2.053 5.965 -0.646 -1.57 -0.20 0.17
H -6.596 1.777 0.454 -0.11 -0.09 -0.16
H -5.023 2.150 0.924 0.99 0.59 0.46
H -5.608 0.480 1.085 0.23 0.47 -0.44
H -5.006 2.016 -1.591 -0.11 -0.30 0.51
H -5.863 0.511 -1.510 -0.62 0.02 0.01
H -5.449 -1.687 0.054 -0.88 0.23 1.07
H -4.449 -2.997 -0.390 0.55 -0.99 0.62
H -6.025 -1.330 -2.338 0.10 -0.72 0.00
H -6.601 -2.913 -1.789 0.27 0.21 0.49
H -5.161 -2.835 -2.730 0.24 0.18 -0.03
H -2.960 2.867 -1.639 -1.15 0.36 -0.23
H -2.550 4.674 -2.776 -0.16 -0.04 -0.23
H -1.342 5.946 -2.540 -0.22 -0.30 -0.16
H -2.653 4.783 0.020 -0.12 -0.17 -0.73
H -3.380 6.130 -0.978 1.03 -0.77 0.30
H -1.739 6.211 -0.256 -0.22 -0.07 -0.28
H 3.216 3.442 -1.822 0.39 0.23 0.20
H 3.838 -2.988 -1.625 -0.18 -0.07 -0.28
H -2.636 -3.484 -1.028 0.27 -0.57 0.19
H 3.213 -4.985 -2.142 -0.70 -0.82 0.97
H 1.943 -5.675 -2.992 -0.21 -0.10 0.92
H 1.884 -6.359 -0.020 -0.10 -0.03 0.30
H 3.074 -7.183 -0.959 0.42 -0.11 -0.17
H 1.384 -7.428 -1.362 0.52 0.81 0.22
H -0.429 -6.317 -2.268 -0.08 -0.13 0.62
H -1.882 -5.443 -2.111 0.15 0.09 0.62
H -0.265 -6.648 0.312 -0.40 0.55 -0.15
H -1.682 -7.264 -0.395 -0.76 -0.87 0.04
H -1.814 -5.790 0.488 -0.71 0.92 0.78
H 5.141 2.799 -2.562 -0.02 -0.64 0.45
H 6.195 1.412 -2.549 -0.03 0.26 0.31
H 5.448 3.132 -0.068 0.09 -0.30 -0.18
H 7.008 3.063 -0.895 -0.19 -0.12 -0.02
H 6.430 1.659 -0.025 0.16 -0.41 0.48
H 6.505 -0.644 -2.624 -0.77 0.00 -0.04
H 5.557 -2.091 -2.631 -0.35 -0.87 -0.59
H 6.843 -0.820 -0.155 0.17 0.54 -0.15
H 7.444 -2.219 -0.996 0.28 -0.23 -0.34
H 5.926 -2.230 -0.134 -0.33 -0.63 0.29
H 0.795 6.273 -2.503 0.74 -0.68 0.80
H 2.205 5.219 -2.708 -0.07 0.38 0.21
H 1.254 6.553 -0.132 0.90 -0.30 -0.09
H 2.929 6.577 -0.817 0.06 0.15 0.05
H 2.303 5.103 0.007 0.00 0.51 -0.41
C -0.998 2.062 4.682 0.93 0.96 -0.39
Si -1.469 3.012 3.102 -0.33 -0.53 0.72
C -0.354 4.491 2.962 0.78 0.14 -0.88
C -3.239 3.605 2.995 0.42 1.14 0.15
C -1.331 1.595 1.814 0.17 0.30 0.25
Te 0.731 0.992 1.738 0.26 -0.01 -0.41
C 1.036 -0.520 3.215 0.01 -0.97 -0.31
Si 0.088 -2.199 3.118 1.05 -0.87 0.50
C -1.496 -1.952 2.228 -0.21 -0.13 -1.42
C -0.379 -2.781 4.827 -0.15 -1.12 0.52
C 1.173 -3.622 2.415 -1.11 0.33 0.07
H -1.115 2.720 5.551 -0.50 -0.36 0.04
H 0.107 1.905 4.703 -0.65 -0.12 -0.24
H -1.515 1.110 4.755 -0.09 -0.03 0.38
H -0.327 5.074 3.886 -0.12 -0.15 0.04
H -0.703 5.155 2.173 -0.31 0.18 -0.03
H 0.694 4.315 2.662 -0.28 -0.27 0.36
H -3.436 4.353 3.790 0.08 -0.39 -0.34
H -3.977 2.842 3.069 -0.56 -0.78 0.23
H -3.433 4.121 2.042 0.21 -0.07 0.17
H -1.696 1.805 0.801 0.39 0.03 0.16
H -1.879 0.730 2.183 -0.08 0.01 0.07
H 0.800 -0.080 4.178 0.10 0.30 0.06
H 2.123 -0.746 3.176 -0.51 0.39 -0.01
H -2.153 -1.404 2.879 -0.40 0.61 0.20
H -2.030 -2.892 2.036 0.29 0.04 -0.03
H -1.377 -1.441 1.237 -0.25 -0.28 0.94
H -1.052 -2.125 5.415 0.34 -0.36 -0.37
H 0.477 -3.095 5.476 -0.56 0.45 -0.53
H -0.923 -3.759 4.611 0.40 1.12 0.37
H 1.651 -3.367 1.475 0.72 0.19 0.09
H 0.456 -4.386 2.066 0.08 -0.01 0.47
H 1.823 -4.066 3.198 -0.17 0.36 -0.73
```
Forces are in eV/Å.